Below is an isolated molecule of C14H16N2O, with properties calculated with the ωB97M-V functional and the def2-TZVPD basis.

Last columns: bonded neighbours and bond lengths (Å).
Element x y z (Å)
1 O 2.7087 -4.1235 1.5372  C15 1.405, H32 0.963
2 N -3.3959 2.5608 -0.2061  N3 1.391, C7 1.393, H18 1.020
3 N -3.6014 3.8685 -0.6325  N2 1.391, C14 1.304
4 C -1.5311 3.1627 -1.1519  C7 1.355, C14 1.452, H23 1.091
5 C 4.1732 -1.8491 0.3160  C6 1.498, H20 1.088, H30 1.096, H31 1.079
6 C 2.6791 -1.9342 0.3852  C5 1.498, C9 1.420, C15 1.414
7 C -2.1039 2.1266 -0.4921  N2 1.393, C4 1.355, C8 1.467
8 C -1.5119 0.8166 -0.1983  C7 1.467, C13 1.390, H27 1.099
9 C 1.9285 -0.7947 -0.0099  C6 1.420, C16 1.402, H22 1.087
10 C 0.6106 -3.0197 0.9769  C11 1.422, C12 1.478, C15 1.409
11 C -0.1273 -1.8731 0.5726  C10 1.422, C16 1.399, H26 1.067
12 C -0.1617 -4.1356 1.5627  C10 1.478, H24 1.083, H25 1.079, H33 1.084
13 C -0.1570 0.5285 -0.3073  C8 1.390, C16 1.498, H28 1.107
14 C -2.5310 4.2053 -1.2967  N3 1.304, C4 1.452, C17 1.518
15 C 2.0193 -3.0330 0.9815  O1 1.405, C6 1.414, C10 1.409
16 C 0.5276 -0.7587 0.0378  C9 1.402, C11 1.399, C13 1.498
17 C -2.3333 5.5086 -2.0492  C14 1.518, H19 1.088, H21 1.100, H29 1.097
18 H -4.0684 2.0332 0.3512  N2 1.020
19 H -1.3957 5.4426 -2.5971  C17 1.088
20 H 4.5531 -1.2173 -0.4842  C5 1.088
21 H -2.2448 6.3394 -1.3331  C17 1.100
22 H 2.3971 0.1243 -0.3538  C9 1.087
23 H -0.5228 3.2075 -1.5662  C4 1.091
24 H 0.0542 -4.2961 2.6120  C12 1.083
25 H 0.1165 -5.0535 1.0694  C12 1.079
26 H -1.1894 -1.8108 0.6522  C11 1.067
27 H -2.1910 0.0486 0.1982  C8 1.099
28 H 0.4870 1.3197 -0.7380  C13 1.107
29 H -3.1495 5.6465 -2.7687  C17 1.097
30 H 4.5556 -2.8709 0.2069  C5 1.096
31 H 4.5195 -1.4410 1.2525  C5 1.079
32 H 2.1177 -4.6722 2.0635  O1 0.963
33 H -1.2315 -4.0561 1.4092  C12 1.084

Properties
Spin multiplicity ... 1
Total charge ... 0
Frontier orbital gap ... 8.1 eV
Structure (SMILES) ... Cc1cc(/C=C/c2cc(C)c(O)c(C)c2)[nH]n1
DFT total energy ... -19804.3027 eV